a.
ORCA calculation (ωB97M-V/def2-TZVPD) on a 2-piece molecular cluster, C4H12N2O2 overall.

Last column: Mulliken charge in e.
Positions of all 20 atoms, in Å:
C1 0.47 0.14 -1.61  -0.51
C2 0.29 -1.15 -0.85  -0.77
C3 -0.33 -1.03 0.55  -0.64
C4 0.60 -0.33 1.51  0.24
N1 1.79 -0.96 1.66  -0.50
O1 0.68 1.05 1.16  -0.44
N2 -0.77 0.76 -1.97  -0.58
H1 1.12 0.82 -1.01  0.26
H2 1.04 -0.03 -2.51  0.50
H3 1.26 -1.61 -0.69  0.38
H4 -0.36 -1.82 -1.34  0.37
H5 -0.42 -2.06 0.92  0.37
H6 -1.31 -0.51 0.50  0.44
H7 0.03 -0.28 2.47  0.36
H8 2.31 -0.59 2.45  0.30
H9 -0.60 1.43 -2.69  0.25
H10 -1.17 1.18 -1.10  0.34
H11 -2.56 2.03 0.93  0.15
H12 -0.31 1.33 1.12  0.40
O2 -1.75 1.63 0.52  -0.90

Calculated values
Lowest unoccupied orbital energy: -4.3628 eV
HOMO level: -0.318 hartree
Orbital gap: 4.29 eV
Total charge: 0



b.
ORCA calculation (ωB97M-V/def2-TZVPD) on a 2-piece molecular cluster, C4H12N2O2 overall.

Last column: Mulliken charge in e.
Positions of all 20 atoms, in Å:
C1 -1.33 -0.43 1.72  -0.69
N1 -1.36 -0.69 0.48  -0.23
O1 -1.02 -1.98 0.14  -0.14
C2 -1.04 -2.18 -1.26  -0.51
H1 -1.70 0.55 2.00  0.41
H2 -1.22 -1.19 2.49  0.39
H3 -0.30 -1.54 -1.76  0.23
H4 -0.78 -3.22 -1.41  0.26
H5 -2.03 -1.98 -1.67  0.26
N2 0.18 1.71 -1.45  -0.63
C3 0.81 1.86 -0.16  -0.52
C4 1.64 0.59 0.34  -0.25
O2 1.71 0.51 1.73  -0.53
H6 0.87 1.48 -2.16  0.25
H7 -0.51 0.97 -1.41  0.27
H8 1.49 2.71 -0.19  0.36
H9 0.03 2.07 0.57  0.31
H10 2.65 0.67 -0.04  0.36
H11 1.15 -0.31 -0.05  0.11
H12 0.77 0.39 2.08  0.29

Calculated values
Lowest unoccupied orbital energy: 0.7866 eV
SMILES: C=NOC.NCCO
HOMO level: -0.326 hartree
Orbital gap: 9.65 eV
Total charge: 0



c.
ORCA calculation (ωB97M-V/def2-TZVPD) on a 2-piece molecular cluster, C4H12N2O2 overall.

Last column: Mulliken charge in e.
Positions of all 20 atoms, in Å:
C1 -1.63 -1.03 -0.24  -1.13
N1 -0.76 0.04 -0.47  0.24
C2 -0.48 0.47 -1.76  -1.19
C3 -0.95 1.23 0.42  -0.60
C4 0.34 1.46 1.24  0.39
N2 1.40 0.59 0.85  -0.42
O1 0.55 2.13 2.22  -0.61
H1 -1.78 -1.26 0.81  0.37
H2 -2.58 -1.13 -0.79  0.30
H3 -1.01 -1.97 -0.67  0.26
H4 -0.15 -0.35 -2.36  0.36
H5 0.17 1.37 -1.85  0.39
H6 -1.40 0.90 -2.29  0.34
H7 -1.64 1.27 1.24  0.39
H8 -1.13 2.21 -0.14  0.30
H9 2.37 1.05 0.90  0.24
H10 1.32 0.13 -0.10  0.39
O2 2.71 -2.51 0.78  -0.67
H11 2.31 -1.66 0.68  0.35
H12 2.35 -2.95 1.52  0.29

Calculated values
Lowest unoccupied orbital energy: 0.5823 eV
SMILES: CN(C)CC(N)=O.O
HOMO level: -0.327 hartree
Orbital gap: 9.47 eV
Total charge: 0



It is c that is the most stable of them.



a.
ORCA calculation (ωB97M-V/def2-TZVPD) on a 2-piece molecular cluster, C4H12N2O2 overall.

Last column: Mulliken charge in e.
Positions of all 20 atoms, in Å:
C1 1.11 -1.20 1.65  -0.95
C2 1.88 0.14 1.69  -0.51
N1 2.01 0.77 0.39  -0.24
C3 0.92 1.39 -0.17  0.52
O1 0.91 1.65 -1.36  -0.64
C4 -0.42 1.81 0.64  -0.59
N2 -1.50 2.04 -0.26  -0.63
H1 0.14 -1.16 2.14  0.28
H2 1.08 -1.45 0.58  0.30
H3 1.60 -2.09 2.06  0.35
H4 2.87 -0.14 2.05  0.34
H5 1.49 0.89 2.38  0.33
H6 2.66 0.50 -0.33  0.26
H7 -0.57 1.05 1.41  0.32
H8 -0.14 2.71 1.17  0.30
H9 -1.79 1.22 -0.75  0.26
H10 -1.14 2.66 -0.99  0.30
O2 -3.96 -3.72 -3.82  -0.64
H11 -4.16 -3.21 -4.59  0.32
H12 -2.99 -3.87 -3.88  0.32

Calculated values
Lowest unoccupied orbital energy: 0.7754 eV
SMILES: CCNC(=O)CN.O
HOMO level: -0.339 hartree
Orbital gap: 10.00 eV
Total charge: 0



b.
ORCA calculation (ωB97M-V/def2-TZVPD) on a 2-piece molecular cluster, C4H12N2O2 overall.

Last column: Mulliken charge in e.
Positions of all 20 atoms, in Å:
C1 -2.20 -1.64 0.59  -0.99
C2 -1.28 -0.85 1.49  -0.55
N1 -0.56 0.20 0.77  -0.34
C3 0.70 -0.07 0.14  -0.33
C4 1.89 0.84 0.70  0.38
N2 1.46 1.69 1.70  -0.46
O1 2.97 0.82 0.17  -0.59
H1 -2.22 -2.74 0.75  0.29
H2 -3.24 -1.32 0.68  0.32
H3 -1.99 -1.56 -0.48  0.26
H4 -1.97 -0.37 2.18  0.30
H5 -0.55 -1.41 2.07  0.42
H6 -1.24 0.77 0.29  0.19
H7 1.15 -1.08 0.18  0.29
H8 0.78 -0.02 -0.95  0.27
H9 0.46 1.68 1.84  0.30
H10 1.83 2.63 1.66  0.25
O2 -1.81 -0.54 -4.56  -0.64
H11 -1.97 -1.48 -4.47  0.32
H12 -1.54 -0.15 -3.71  0.32

Calculated values
Lowest unoccupied orbital energy: 0.4075 eV
SMILES: CCNCC(N)=O.O
HOMO level: -0.328 hartree
Orbital gap: 9.33 eV
Total charge: 0



It is a that is the most stable of them.



a.
ORCA calculation (ωB97M-V/def2-TZVPD) on a 2-piece molecular cluster, C4H12N2O2 overall.

Last column: Mulliken charge in e.
Positions of all 20 atoms, in Å:
C1 2.72 0.48 -0.12  -1.23
C2 1.56 0.19 -1.05  0.87
C3 1.24 -1.26 -1.22  -1.02
O1 0.78 1.08 -1.35  -0.54
H1 2.88 1.55 -0.02  0.34
H2 2.44 0.09 0.86  0.27
H3 3.62 -0.04 -0.44  0.40
H4 0.58 -1.50 -0.37  0.23
H5 2.12 -1.90 -1.19  0.40
H6 0.70 -1.41 -2.15  0.31
N1 -2.34 -1.04 0.92  -0.56
C4 -1.78 0.12 0.39  0.51
N2 -2.62 1.20 0.12  -0.57
O2 -0.49 0.39 1.45  -0.70
H7 -3.35 -1.01 1.04  0.26
H8 -1.92 -1.21 1.84  0.23
H9 -1.23 -0.13 -0.51  0.05
H10 -3.03 1.61 0.95  0.23
H11 -2.19 1.87 -0.50  0.25
H12 0.32 0.91 1.36  0.26

Calculated values
Lowest unoccupied orbital energy: 0.8945 eV
SMILES: CC(C)=O.NC(N)O
HOMO level: -0.348 hartree
Orbital gap: 10.35 eV
Total charge: 0



b.
ORCA calculation (ωB97M-V/def2-TZVPD) on a 2-piece molecular cluster, C4H12N2O2 overall.

Last column: Mulliken charge in e.
Positions of all 20 atoms, in Å:
C1 1.65 -0.19 -1.57  -1.16
C2 1.74 0.27 -0.12  -0.22
C3 0.90 -0.60 0.81  -1.08
N1 -0.54 -0.47 0.59  -0.14
C4 -1.29 0.60 0.94  0.61
N2 -0.71 1.55 1.75  -0.41
O1 -2.44 0.76 0.53  -0.77
H1 0.61 -0.22 -1.90  0.29
H2 2.22 0.46 -2.23  0.35
H3 2.07 -1.20 -1.68  0.31
H4 1.39 1.30 -0.06  0.32
H5 2.78 0.24 0.23  0.34
H6 1.13 -1.65 0.66  0.44
H7 1.13 -0.37 1.85  0.33
H8 -0.95 -1.07 -0.11  0.35
H9 -0.01 1.23 2.38  0.17
H10 -1.39 2.19 2.15  0.28
O2 -2.61 -1.29 -1.31  -0.70
H11 -2.92 -1.03 -2.18  0.30
H12 -2.75 -0.51 -0.72  0.39

Calculated values
Lowest unoccupied orbital energy: 0.8434 eV
SMILES: CCCNC(N)=O.O
HOMO level: -0.356 hartree
Orbital gap: 10.54 eV
Total charge: 0



It is b that is the most stable of them.



a.
ORCA calculation (ωB97M-V/def2-TZVPD) on C6H7NO as an isolated structure.

Last column: Mulliken charge in e.
Positions of all 15 atoms, in Å:
C1 1.48 -0.69 1.51  -1.23
C2 0.44 -0.53 0.40  -0.14
C3 -1.86 -0.23 0.02  -0.79
C4 -1.15 0.27 -0.96  0.51
C5 0.29 1.15 -1.98  -0.14
C6 0.21 0.33 -0.74  0.42
H1 2.58 -0.48 1.27  0.31
H2 1.57 -1.67 1.55  0.36
H3 1.01 -0.15 2.41  0.30
H4 -0.88 -1.03 1.74  -0.02
H5 -2.95 -0.45 0.18  0.33
H6 0.92 2.09 -1.67  0.23
H7 0.45 0.65 -2.89  0.25
N1 -0.89 -0.63 0.97  0.05
O1 -1.23 1.36 -1.80  -0.44

Calculated values
Lowest unoccupied orbital energy: 0.8665 eV
HOMO level: -0.289 hartree
Orbital gap: 8.73 eV
Total charge: 0



b.
ORCA calculation (ωB97M-V/def2-TZVPD) on C6H7NO as an isolated structure.

Last column: Mulliken charge in e.
Positions of all 15 atoms, in Å:
C1 0.52 1.77 0.10  -0.07
C2 -0.43 0.54 -0.13  -0.04
C3 -0.64 -0.57 1.05  -0.50
C4 -0.12 -0.72 -0.89  0.26
C5 1.04 -1.40 -0.45  -0.55
C6 0.74 -1.34 0.88  -0.57
H1 1.47 1.29 0.80  0.20
H2 -1.41 0.96 -0.26  0.39
H3 -1.13 -0.47 1.91  0.62
H4 -2.35 -1.16 -0.46  0.29
H5 -0.38 -0.64 -2.01  0.35
H6 2.07 -1.57 -0.88  0.32
H7 1.42 -1.61 1.61  0.44
N1 -1.28 -1.38 -0.11  -0.65
O1 0.33 2.90 -0.42  -0.50

Calculated values
Lowest unoccupied orbital energy: 0.5186 eV
HOMO level: -0.324 hartree
Orbital gap: 9.34 eV
Total charge: 0



c.
ORCA calculation (ωB97M-V/def2-TZVPD) on C6H7NO in the gas phase.

Last column: Mulliken charge in e.
Positions of all 15 atoms, in Å:
H1 0.37 3.57 -0.10  0.23
N1 0.00 2.65 -0.09  -0.59
C1 0.79 1.66 -0.22  -0.04
C2 0.20 0.27 -0.09  0.97
C3 -1.25 0.24 0.03  -0.25
C4 -1.84 -0.95 0.18  -0.82
C5 1.06 -0.77 0.08  -0.67
C6 2.53 -0.87 -0.15  -0.17
O1 3.40 -0.16 0.24  -0.43
H2 1.92 1.57 -0.12  0.30
H3 -1.59 1.29 -0.11  0.41
H4 -2.86 -1.02 0.26  0.31
H5 -1.31 -1.92 0.34  0.15
H6 0.73 -1.70 0.26  0.34
H7 2.87 -1.82 -0.77  0.27

Calculated values
Lowest unoccupied orbital energy: -0.4516 eV
SMILES: [H]/N=C/C(C=C)=C\C=O
HOMO level: -0.341 hartree
Orbital gap: 8.83 eV
Total charge: 0



d.
ORCA calculation (ωB97M-V/def2-TZVPD) on C6H7NO in the gas phase.

Last column: Mulliken charge in e.
Positions of all 15 atoms, in Å:
C1 0.09 1.26 -1.93  -1.69
C2 -0.86 0.69 -1.01  0.70
O1 -2.05 0.87 -1.08  -0.56
C3 -0.32 -0.02 0.18  0.37
C4 -1.06 -0.60 1.24  -0.33
C5 0.00 -1.31 1.99  -0.41
C6 1.16 -1.23 1.36  -0.77
N1 0.95 -0.46 0.19  0.00
H1 -0.37 1.97 -2.78  0.31
H2 0.67 2.06 -1.51  0.44
H3 0.66 0.69 -2.32  0.59
H4 -2.16 -0.42 1.63  0.32
H5 -0.35 -1.72 2.80  0.57
H6 2.12 -1.54 1.75  0.37
H7 1.52 -0.25 -0.52  0.10

Calculated values
Lowest unoccupied orbital energy: 0.7250 eV
SMILES: CC(=O)c1ccc[nH]1
HOMO level: -0.319 hartree
Orbital gap: 9.39 eV
Total charge: 0



It is d that is the most stable of them.



a.
ORCA calculation (ωB97M-V/def2-TZVPD) on a 4-piece molecular cluster, H8O4 overall.

Last column: Mulliken charge in e.
Positions of all 12 atoms, in Å:
O1 3.08 -1.97 -2.05  -0.64
H1 3.51 -2.50 -2.72  0.32
H2 2.69 -1.24 -2.53  0.32
O2 -1.07 0.62 1.06  -0.63
H3 -1.19 -0.26 1.42  0.32
H4 -0.54 0.49 0.27  0.31
O3 -2.03 5.40 1.54  -0.64
H5 -1.95 4.45 1.46  0.32
H6 -1.31 5.66 2.11  0.32
O4 -0.71 -3.41 -0.36  -0.65
H7 -0.67 -3.94 0.43  0.32
H8 0.20 -3.31 -0.63  0.32

Calculated values
Lowest unoccupied orbital energy: 0.4403 eV
SMILES: O.O.O.O
HOMO level: -0.418 hartree
Orbital gap: 11.81 eV
Total charge: 0



b.
ORCA calculation (ωB97M-V/def2-TZVPD) on a 4-piece molecular cluster, H8O4 overall.

Last column: Mulliken charge in e.
Positions of all 12 atoms, in Å:
O1 -22.08 -21.33 13.88  -0.64
H1 -21.33 -21.25 14.47  0.31
H2 -22.15 -20.52 13.44  0.32
O2 -22.40 -21.24 9.55  -0.63
H3 -22.67 -21.94 10.13  0.34
H4 -23.09 -20.63 9.65  0.30
O3 -22.70 -23.26 11.77  -0.65
H5 -22.83 -22.58 12.44  0.35
H6 -23.18 -24.05 12.09  0.31
O4 -20.48 -25.46 10.72  -0.65
H7 -20.03 -25.60 9.87  0.31
H8 -20.50 -24.54 10.96  0.33

Calculated values
Lowest unoccupied orbital energy: 0.4731 eV
SMILES: O.O.O.O
HOMO level: -0.409 hartree
Orbital gap: 11.62 eV
Total charge: 0



c.
ORCA calculation (ωB97M-V/def2-TZVPD) on a 4-piece molecular cluster, H8O4 overall.

Last column: Mulliken charge in e.
Positions of all 12 atoms, in Å:
O1 3.06 17.16 -11.63  -0.63
H1 2.54 16.38 -11.41  0.31
H2 3.72 17.20 -10.94  0.32
O2 8.64 13.45 -10.16  -0.64
H3 8.24 14.27 -9.85  0.32
H4 7.99 12.78 -9.96  0.32
O3 4.74 21.06 -14.15  -0.64
H5 4.58 20.28 -13.62  0.32
H6 5.30 21.61 -13.61  0.32
O4 6.96 17.94 -8.61  -0.63
H7 7.17 17.71 -7.71  0.32
H8 7.15 18.88 -8.67  0.31

Calculated values
Lowest unoccupied orbital energy: 0.3633 eV
SMILES: O.O.O.O
HOMO level: -0.420 hartree
Orbital gap: 11.80 eV
Total charge: 0



It is b that is the most stable of them.



a.
ORCA calculation (ωB97M-V/def2-TZVPD) on a 4-piece molecular cluster, H8O4 overall.

Last column: Mulliken charge in e.
Positions of all 12 atoms, in Å:
O1 -1.29 1.13 -1.78  -0.65
H1 -0.93 0.36 -1.34  0.35
H2 -1.94 1.54 -1.18  0.29
O2 -0.99 0.89 1.51  -0.62
H3 -1.57 1.43 0.93  0.28
H4 -0.74 0.23 0.89  0.43
O3 2.76 -0.28 0.61  -0.62
H5 3.63 -0.58 0.68  0.30
H6 2.56 -0.26 -0.31  0.32
O4 -0.58 -1.17 -0.22  -0.71
H7 -1.19 -1.83 0.09  0.30
H8 0.28 -1.45 0.11  0.32

Calculated values
Lowest unoccupied orbital energy: 0.2923 eV
SMILES: O.O.O.O
HOMO level: -0.404 hartree
Orbital gap: 11.29 eV
Total charge: 0



b.
ORCA calculation (ωB97M-V/def2-TZVPD) on H8O4 as an isolated structure.

Last column: Mulliken charge in e.
Positions of all 12 atoms, in Å:
O1 -0.32 -0.02 -0.57  -0.77
H1 -0.51 -0.73 0.04  0.39
H2 -1.09 0.03 -1.14  0.27
O2 -1.30 -1.40 0.51  -0.51
H3 -1.70 -2.26 0.36  0.29
H4 -1.22 -1.33 1.46  0.30
O3 1.46 1.35 -1.48  -0.70
H5 0.80 2.03 -1.60  0.24
H6 1.20 0.91 -0.67  0.35
O4 1.27 0.50 0.92  -0.71
H7 0.55 0.10 0.43  0.56
H8 0.86 0.81 1.73  0.29

Calculated values
Lowest unoccupied orbital energy: -0.2136 eV
HOMO level: -0.338 hartree
Orbital gap: 8.98 eV
Total charge: 0



It is a that is the most stable of them.